ORCA calculation (wB97M-V/def2-TZVPD) on a structure of composition C14H14BCl3N4OPdS2.

For the frontier orbital gap, the calculation gives 6.0 eV. For the LUMO energy, the calculation gives -0.0663 Ha. For the calculated total energy, the calculation gives -3165.92260 a.u. Its net charge is 0. As for the energy relative to the best compared isomer or geometry (same formula, charge and spin): 0.053 eV. The value obtained for the largest force on an atom is 1.13 eV Å⁻¹.

Each line ends with the Löwdin charge.
Cartesian coordinates (Å):
Pd: -0.5899 0.5413 -0.6053  0.42
C: -2.2509 -0.9555 -3.8468  -0.03
N: -1.5594 -2.0176 -3.1504  -0.12
C: -0.7262 -2.9635 -3.7126  -0.03
C: -0.1992 -3.6622 -2.6883  -0.06
N: -0.7052 -3.1665 -1.5086  -0.02
B: -0.2316 -3.6365 -0.1266  -0.45
N: 0.6532 -2.5639 0.6160  0.01
C: 0.8801 -2.7583 1.9526  -0.05
C: 1.6890 -1.7705 2.4093  -0.03
N: 1.9408 -0.9530 1.3384  -0.13
C: 2.6772 0.2924 1.3598  -0.03
C: 1.2884 -1.4415 0.2593  -0.67
S: 1.2476 -0.6158 -1.2579  0.70
C: -1.5099 -2.1423 -1.8089  -0.75
S: -2.2361 -1.0824 -0.6984  0.68
H: -2.1320 -1.1088 -4.9166  0.09
H: -1.8200 0.0116 -3.5583  0.09
H: -3.3091 -0.9611 -3.5914  0.09
H: -0.5982 -3.0434 -4.7748  0.12
H: 0.4873 -4.4857 -2.6863  0.12
H: 0.4383 -4.6104 -0.3111  0.08
H: -1.1556 -3.8331 0.6021  0.07
H: 0.4445 -3.5941 2.4670  0.13
H: 2.0874 -1.5679 3.3846  0.12
H: 2.9857 0.4923 2.3819  0.10
H: 2.0376 1.1037 1.0063  0.07
H: 3.5538 0.2241 0.7176  0.09
Cl: -0.1559 6.0952 4.2070  0.66
C: -0.2275 5.0406 2.8381  -0.69
C: -0.5478 3.7068 3.0232  -0.14
C: -0.5938 2.8759 1.9177  -0.57
Cl: -0.9667 1.1965 2.1786  0.71
C: -0.3429 3.3217 0.6046  -0.49
O: -0.4376 2.5740 -0.4506  -0.27
C: -0.0144 4.6947 0.4905  -0.59
Cl: 0.3176 5.3158 -1.0818  0.71
C: 0.0428 5.5452 1.5756  -0.14
H: -0.7550 3.3167 4.0070  0.10
H: 0.2934 6.5855 1.4374  0.10